No. 1
ORCA calculation (ωB97M-V with the def2-TZVPD basis set) on a structure of composition C42H44GeN6Ru.

CARTESIAN COORDINATES (ANGSTROEM)
Ru -1.788 -0.046 1.402
C -3.635 0.723 3.174
C -4.211 0.938 1.915
C -4.505 -0.153 1.089
C -4.192 -1.453 1.502
C -3.630 -1.667 2.764
C -3.386 -0.583 3.613
H -3.486 1.558 3.848
H -4.525 1.936 1.636
H -5.040 0.000 0.160
H -4.484 -2.300 0.894
H -3.479 -2.677 3.121
H -3.085 -0.757 4.636
C -2.270 2.867 -0.559
N -1.931 1.467 -0.440
C -2.251 0.669 -1.393
C -1.977 -0.732 -1.254
C -2.791 -1.810 -1.582
C -2.213 -2.948 -1.004
C -1.064 -2.535 -0.364
N -0.878 -1.186 -0.507
C -1.636 3.586 -1.734
C -0.370 3.255 -2.198
C 0.247 4.026 -3.166
C -0.411 5.118 -3.711
C -1.699 5.418 -3.296
C -2.306 4.661 -2.312
H -1.953 3.357 0.370
H -3.360 2.967 -0.643
H -2.797 1.008 -2.276
H -3.703 -1.768 -2.146
H -2.565 -3.958 -1.071
H -0.327 -3.137 0.137
H 0.150 2.402 -1.789
H 1.250 3.784 -3.483
H 0.085 5.736 -4.444
H -2.222 6.255 -3.729
H -3.301 4.913 -1.983
C -0.497 0.210 -5.867
C -1.033 -0.887 -5.211
C -0.604 -1.208 -3.935
C 0.361 -0.433 -3.299
C 0.916 0.646 -3.977
C 0.488 0.968 -5.255
Ge 1.027 -0.890 -1.480
C 2.267 0.460 -0.651
C 1.930 1.671 -0.058
C 2.922 2.542 0.364
C 4.256 2.222 0.181
C 4.601 1.025 -0.426
C 3.613 0.150 -0.840
C 1.820 -2.711 -1.293
C 2.594 -3.082 -0.196
C 3.148 -4.350 -0.134
C 2.931 -5.260 -1.156
C 2.166 -4.895 -2.251
C 1.619 -3.625 -2.321
H -0.840 0.468 -6.858
H -1.785 -1.492 -5.697
H -1.033 -2.064 -3.433
H 1.698 1.222 -3.502
H 0.923 1.806 -5.781
H 0.889 1.948 0.071
H 2.648 3.475 0.831
H 5.025 2.909 0.496
H 5.637 0.768 -0.581
H 3.889 -0.777 -1.329
H 2.780 -2.384 0.611
H 3.768 -4.620 0.706
H 3.364 -6.247 -1.101
H 2.010 -5.593 -3.059
H 1.042 -3.336 -3.189
C 0.518 -1.466 2.741
N -0.242 -0.297 3.250
C -0.284 -0.396 4.735
N 1.050 -0.436 5.276
C 1.753 -1.602 4.760
N 1.844 -1.524 3.304
C 2.566 -0.306 2.952
N 1.877 0.873 3.468
C 0.538 0.925 2.930
C 1.782 0.771 4.923
H 0.613 -1.372 1.647
H -0.031 -2.382 2.989
H -0.808 -1.311 5.028
H -0.810 0.480 5.128
H 1.218 -2.510 5.050
H 2.760 -1.633 5.176
H 2.641 -0.226 1.864
H 3.569 -0.354 3.378
H 0.595 1.021 1.833
H 0.011 1.793 3.347
H 1.261 1.651 5.312
H 2.783 0.727 5.353

Values from the calculation:
HOMO level (alpha / beta)   -13.56 / -13.58 eV
Total charge   +2
Kohn-Sham gap (alpha / beta)   8.02 / 6.47 eV
Multiplicity   5

***

No. 2
ORCA calculation (ωB97M-V with the def2-TZVPD basis set) on the molecule C6H7N.

CARTESIAN COORDINATES (ANGSTROEM)
C -1.171 -0.908 -0.675
C -0.277 -0.015 0.124
C 0.135 1.338 -0.385
C 0.713 1.276 -1.724
N 1.153 1.191 -2.789
C 0.189 -0.272 1.312
C 1.033 -0.746 2.172
H -2.135 -0.419 -0.818
H -0.730 -1.096 -1.665
H -1.328 -1.876 -0.188
H 1.321 -1.554 1.465
H -0.755 1.975 -0.393
H 0.860 1.775 0.312
H 0.993 -0.668 3.253

Values from the calculation:
HOMO level   -9.20 eV
Energy relative to the best compared isomer or geometry (same formula, charge and spin)   3.110 eV
Kohn-Sham gap   9.84 eV
Structure (SMILES)   C=C=C(C)CC#N

***

No. 3
ORCA calculation (ωB97M-V with the def2-TZVPD basis set) on the ion C8H12N3O3 with charge +1.

CARTESIAN COORDINATES (ANGSTROEM)
C 0.072 -0.738 -1.475
C 1.352 -1.197 -1.809
C -1.162 1.568 1.972
C 0.308 1.662 1.513
C -1.714 0.180 1.880
C 0.421 1.112 0.109
C -1.614 -0.384 0.507
C -0.182 -0.270 -0.100
N 2.095 -2.290 -3.945
N 1.328 -1.868 -3.266
N 2.555 -1.347 -1.193
O 2.571 -0.831 -0.008
O 3.371 -2.077 -1.739
O -0.916 -0.706 -2.350
H -1.250 2.040 2.864
H -1.785 2.108 1.286
H 0.636 2.618 1.523
H 0.935 1.219 2.254
H -1.223 -0.479 2.595
H -2.841 0.091 2.189
H -0.087 1.715 -0.554
H 1.603 1.203 -0.193
H -1.947 -1.372 0.618
H -2.264 0.124 -0.139
H 0.405 -0.808 0.584
H -0.669 -1.273 -3.122

Values from the calculation:
HOMO level   -13.98 eV
Energy relative to the best compared isomer or geometry (same formula, charge and spin)   7.364 eV
Total charge   +1
Kohn-Sham gap   6.67 eV
Structure (SMILES)   N#[N+]/C(=C(\O)C1CCCCC1)[N+](=O)[O-]

***

No. 4
ORCA calculation (ωB97M-V with the def2-TZVPD basis set) on a structure of composition C5H8O.

CARTESIAN COORDINATES (ANGSTROEM)
O 1.621 1.757 0.422
C 2.011 0.577 0.121
C 1.023 -0.379 0.478
C -0.185 -0.508 -0.433
C -1.527 -0.822 0.169
C -1.304 0.499 -0.508
H 3.016 0.457 -0.296
H 1.390 -1.360 0.791
H 0.766 1.062 0.974
H 0.008 -1.022 -1.377
H -2.151 -1.562 -0.325
H -1.588 -0.825 1.254
H -1.767 0.660 -1.478
H -1.259 1.391 0.109

Values from the calculation:
HOMO level   -8.49 eV
Energy relative to the best compared isomer or geometry (same formula, charge and spin)   4.384 eV
Kohn-Sham gap   8.90 eV

***

no.,total energy (hartree)
1,-4126.589361
2,-287.472938
3,-701.507959
4,-270.396786